Record 1
A 2-piece molecular cluster, C4H2F3N3O2 overall at a distorted geometry, computed with ωB97M-V/def2-TZVPD.

Element x y z (Å)
F 4.79259 2.52659 0.27055
F 4.86946 0.95036 -1.19574
F 4.83131 0.37431 0.86169
O -2.66398 -2.22424 0.05693
O -1.67032 -4.33905 -0.09572
N -0.71392 -0.53473 0.06986
N -2.64594 0.54690 0.06581
N -0.47646 0.75152 0.08203
C -2.10343 -3.29533 -0.01530
C -1.60647 1.41562 0.01716
C 4.83687 1.31382 0.00582
C -1.99452 -0.61829 -0.01616
H -3.62758 0.69955 -0.07621
H -1.82762 2.43297 -0.03071

Force components x, y, z for each atom (eV/Å):
F 0.0822 -1.2573 0.3322
F 0.0152 0.6370 1.1148
F 0.0288 2.2836 -0.9137
O 0.3801 2.0381 0.0160
O -0.2132 0.6805 0.1176
N -1.5655 -3.0207 -0.1117
N -0.9269 -1.4709 -0.6800
N 0.9799 2.9397 -0.4023
C 0.1552 0.4102 -0.1567
C -0.2337 -1.1501 0.6287
C -0.0014 -1.6251 -0.5297
C 1.4327 -2.2969 0.5539
H -0.4257 0.2696 0.0329
H 0.2924 1.5623 -0.0019

The HOMO-LUMO gap comes out at 0.2929 Eh. The value obtained for the energy relative to the best compared isomer or geometry (same formula, charge and spin) is 1.2 kcal per mole. The net charge is +2.

Atom-resolved charges from Löwdin, all expressed in e: atom 1 (F): 0.448, atom 2 (F): 0.417, atom 3 (F): 0.407, atom 4 (O): 0.256, atom 5 (O): 0.409, atom 6 (N): 0.091, atom 7 (N): 0.204, atom 8 (N): 0.052, atom 9 (C): -0.168, atom 10 (C): -0.075, atom 11 (C): -0.272, atom 12 (C): -0.095, atom 13 (H): 0.192, atom 14 (H): 0.136

Record 2
A 2-piece molecular cluster, C4H2F7I overall at a distorted geometry, computed with ωB97M-V/def2-TZVPD.

Element x y z (Å)
I -2.37696 1.38392 0.32026
F 2.93151 -0.61437 -1.24860
F 2.12566 0.19701 1.31976
F -2.27847 -1.28685 2.35965
F 1.36662 -1.83491 -0.48913
F 0.87229 -0.27670 -1.96622
F -0.50411 -0.10352 2.60330
F -0.37065 -2.02396 1.68543
C 1.30315 0.33055 0.29976
C 1.61606 -0.57165 -0.88130
C -1.11724 -0.87616 1.82373
C -1.22418 -0.27029 0.51219
H 0.74479 1.19180 0.21321
H -1.26406 -0.92226 -0.29798

Force components x, y, z for each atom (eV/Å):
I -0.1324 0.4954 -0.0681
F -0.8613 0.7655 0.1466
F -0.2305 -0.0628 -0.0245
F -0.3052 0.2862 0.2633
F -0.3312 -0.1369 -0.4143
F 0.3835 -0.0321 0.7093
F 1.5088 2.2413 3.3758
F -0.1734 0.1943 0.2301
C 0.1043 -1.8111 -0.8750
C 0.5816 -0.6210 0.4738
C -0.3999 -3.2405 -1.9036
C 0.4234 0.9045 -0.4709
H -0.5264 1.9959 -0.2002
H -0.0412 -0.9787 -1.2424

The HOMO-LUMO gap (spin up / spin down) comes out at 0.3041 / 0.3171 Eh.

Atom-resolved charges from Löwdin, all expressed in e: atom 1 (I): 0.997, atom 2 (F): 0.127, atom 3 (F): 0.110, atom 4 (F): 0.124, atom 5 (F): 0.131, atom 6 (F): 0.141, atom 7 (F): 0.193, atom 8 (F): 0.098, atom 9 (C): -0.014, atom 10 (C): -0.574, atom 11 (C): -0.855, atom 12 (C): -0.578, atom 13 (H): 0.068, atom 14 (H): 0.030

Record 3
An isolated ion of composition C4H2FN4S and charge -1 at a distorted geometry, computed with ωB97M-V/def2-TZVPD.

Element x y z (Å)
S 0.14857 3.23354 -3.99342
F 3.47629 3.59777 -2.29280
N 2.40740 1.93541 -1.21867
N 0.10870 1.32929 -0.88321
N -0.40140 0.30028 -0.15575
N 1.76003 0.08431 0.03532
C 1.43200 1.17721 -0.75144
C 1.25100 3.30198 -2.84579
C 0.60914 -0.41951 0.36664
C 2.30492 2.85190 -2.16780
H -1.39616 0.16129 -0.10528
H 0.45852 -1.29644 0.96541

Force components x, y, z for each atom (eV/Å):
S 0.2386 0.1507 0.0822
F -0.5570 -0.3061 -0.2971
N 0.9955 0.8216 -0.8270
N -0.0221 0.4113 -0.3704
N 0.1565 -0.2380 0.1592
N 0.1326 -0.2875 0.1930
C -0.6386 -0.3846 0.2346
C -0.6687 0.0605 -0.6559
C -0.3398 0.1263 -0.0865
C 0.5927 -0.1431 1.3883
H 0.2096 -0.0077 0.0010
H -0.0993 -0.2034 0.1787

The HOMO-LUMO gap (spin up / spin down) comes out at 0.2193 / 0.2193 Eh. The net charge is -1.

Atom-resolved charges from Löwdin, all expressed in e: atom 1 (S): 0.499, atom 2 (F): -0.023, atom 3 (N): 0.099, atom 4 (N): 0.071, atom 5 (N): -0.047, atom 6 (N): 0.092, atom 7 (C): -0.506, atom 8 (C): -0.630, atom 9 (C): -0.253, atom 10 (C): -0.516, atom 11 (H): 0.124, atom 12 (H): 0.091

Record 4
C4H2FeO as an isolated structure at a distorted geometry, computed with ωB97M-V/def2-TZVPD.

Element x y z (Å)
Fe -1.96863 -1.05322 0.30199
O 1.29886 -1.51847 -1.32902
C -0.28802 0.02025 -0.33751
C 0.31880 -0.84136 -1.33784
C 0.46514 0.25723 0.98448
C 1.00643 1.31578 0.57055
H 0.09350 1.02036 1.92796
H -0.92608 0.79944 -0.78061

Force components x, y, z for each atom (eV/Å):
Fe 1.0990 0.2625 -0.2740
O -1.5594 1.0204 0.1858
C -2.4248 -0.7921 0.3425
C 1.6167 -1.1924 -0.4614
C -1.5988 -0.2102 2.4343
C 2.2763 2.5259 -0.4195
H 0.2610 -1.6463 -1.8489
H 0.3299 0.0321 0.0413

The HOMO-LUMO gap (spin up / spin down) comes out at 0.1968 / 0.2440 Eh. The value obtained for the energy relative to the best compared isomer or geometry (same formula, charge and spin) is 114.1 kcal per mole. The spin multiplicity is 6. The net charge is +1.

Atom-resolved charges from Löwdin, all expressed in e: atom 1 (Fe): 1.161, atom 2 (O): 0.145, atom 3 (C): -0.365, atom 4 (C): -0.197, atom 5 (C): -0.249, atom 6 (C): 0.197, atom 7 (H): 0.212, atom 8 (H): 0.095

Record 5
C4H2N2O as an isolated structure at a distorted geometry, computed with ωB97M-V/def2-TZVPD.

Element x y z (Å)
O -0.43239 1.21345 -0.08308
N -1.82152 0.89428 0.04238
N -0.72549 -1.03145 -0.07900
C 2.68241 0.21502 -0.09689
C -1.88967 -0.37378 -0.09337
C -0.01779 0.02856 -0.16822
C 1.43195 -0.15568 0.12253
H -2.88194 -0.90976 0.26276
H 3.65443 0.11937 0.09288

Force components x, y, z for each atom (eV/Å):
O -3.1305 0.3464 -0.0820
N -1.9394 2.7458 -0.6988
N -0.5487 -0.0787 -1.4289
C -11.0361 -2.7366 1.4935
C -4.5760 -1.8243 3.0404
C 8.7723 -3.3594 1.8721
C 6.8598 3.6146 -3.0801
H 1.9526 1.3400 -1.5072
H 3.6460 -0.0477 0.3909

The HOMO-LUMO gap comes out at 0.3664 Eh. The value obtained for the energy relative to the best compared isomer or geometry (same formula, charge and spin) is 100.5 kcal per mole.

Atom-resolved charges from Löwdin, all expressed in e: atom 1 (O): 0.113, atom 2 (N): 0.114, atom 3 (N): 0.178, atom 4 (C): 0.181, atom 5 (C): -0.243, atom 6 (C): -0.536, atom 7 (C): 0.052, atom 8 (H): 0.171, atom 9 (H): -0.030

Record 6
C4H2N2O3 as an isolated structure at a distorted geometry, computed with ωB97M-V/def2-TZVPD.

Element x y z (Å)
O -2.33318 -0.21365 2.01460
O -0.89153 1.55166 1.47293
O 0.58703 -1.80718 -1.23306
N 1.21592 0.37794 -0.96921
N 0.96132 1.56016 -0.28840
C -0.42902 -0.17259 0.34125
C 0.38440 -0.65683 -0.59902
C -0.01096 1.15178 0.44469
C -1.43362 0.24851 1.40761
H 1.96205 0.46971 -1.65832
H -0.01241 -2.50950 -0.93308

Force components x, y, z for each atom (eV/Å):
O 0.2988 0.4646 -0.0867
O 0.1089 0.3383 -0.3342
O -0.1850 -0.7448 -0.0810
N 0.4527 0.4272 -0.2985
N -0.3687 0.0467 0.3244
C -1.4612 1.1388 1.5175
C 1.6767 -0.3264 -1.7419
C -0.0594 0.2823 0.6398
C -0.0238 -1.2829 -0.2240
H -0.6034 -0.7862 0.2788
H 0.1643 0.4424 0.0058

The HOMO-LUMO gap comes out at 0.3666 Eh. The value obtained for the energy relative to the best compared isomer or geometry (same formula, charge and spin) is 27.9 kcal per mole.

Atom-resolved charges from Löwdin, all expressed in e: atom 1 (O): 0.181, atom 2 (O): 0.133, atom 3 (O): 0.124, atom 4 (N): 0.060, atom 5 (N): 0.145, atom 6 (C): 0.028, atom 7 (C): -0.309, atom 8 (C): -0.319, atom 9 (C): -0.351, atom 10 (H): 0.169, atom 11 (H): 0.140

Record 7
C4H2N4 as an isolated structure at a distorted geometry, computed with ωB97M-V/def2-TZVPD.

Element x y z (Å)
N -1.44680 -1.06365 -0.17349
N 1.18447 -1.24377 0.20984
N 1.44476 1.07210 -0.18822
N -1.08323 1.25367 0.16509
C 0.01904 -0.75791 -0.16708
C 0.01551 0.62299 -0.07290
C -2.07139 0.07843 -0.00769
C 1.95169 -0.04571 -0.07114
H -3.05577 0.08427 0.08405
H 3.04172 -0.00044 0.22154

Force components x, y, z for each atom (eV/Å):
N -0.1425 -0.0193 0.3180
N -3.0511 0.1761 -2.2192
N -3.9695 1.8748 0.1444
N 0.2021 -1.7313 -0.7072
C -2.0650 -2.9945 1.8437
C 0.8028 6.1105 -1.2686
C 8.4184 -2.1399 -0.1244
C 5.0042 -1.0153 2.8364
H -4.2634 0.7270 0.2831
H -0.9362 -0.9883 -1.1063

The HOMO-LUMO gap comes out at 0.3056 Eh. The value obtained for the energy relative to the best compared isomer or geometry (same formula, charge and spin) is 80.2 kcal per mole.

Atom-resolved charges from Löwdin, all expressed in e: atom 1 (N): 0.115, atom 2 (N): 0.212, atom 3 (N): 0.156, atom 4 (N): 0.196, atom 5 (C): -0.254, atom 6 (C): -0.340, atom 7 (C): -0.046, atom 8 (C): -0.239, atom 9 (H): 0.062, atom 10 (H): 0.138

Record 8
C4H2NO2 as an isolated structure at a distorted geometry, computed with ωB97M-V/def2-TZVPD.

Element x y z (Å)
O -2.86874 -0.99575 0.38164
O -2.12804 -0.59107 2.45630
N -0.90003 0.02940 0.55215
C -1.96125 -0.61649 1.19011
C 0.47700 0.90535 -0.60593
C -0.44281 -0.29408 -0.64796
C 0.25119 1.01326 0.69664
H 0.69380 1.49655 1.61817
H -1.01754 -1.01032 -1.19812

Force components x, y, z for each atom (eV/Å):
O 1.7279 -0.2796 0.0520
O 2.0465 0.1728 -1.9909
N 1.1671 -2.2950 -0.3140
C -5.7811 -0.2354 2.4921
C 3.2325 1.2370 -2.5649
C -2.0368 2.1569 2.8363
C 0.5170 0.4044 1.4530
H -1.1148 -0.6279 -1.3369
H 0.2417 -0.5332 -0.6268

The HOMO-LUMO gap (spin up / spin down) comes out at 0.2604 / 0.2469 Eh. The value obtained for the energy relative to the best compared isomer or geometry (same formula, charge and spin) is 65.3 kcal per mole. The net charge is -1.

Atom-resolved charges from Löwdin, all expressed in e: atom 1 (O): -0.085, atom 2 (O): -0.079, atom 3 (N): 0.003, atom 4 (C): -0.716, atom 5 (C): -0.175, atom 6 (C): -0.004, atom 7 (C): -0.143, atom 8 (H): 0.089, atom 9 (H): 0.110

Record 9
An isolated ion of composition C4H2NO3 and charge -1 at a distorted geometry, computed with ωB97M-V/def2-TZVPD.

Element x y z (Å)
O -0.45406 -2.16776 -0.06919
O 0.44919 1.17620 0.01047
O 2.69471 1.04755 0.21471
N 1.39139 -0.82738 0.09665
C 0.22908 -1.22527 0.02593
C -1.69272 0.78214 -0.82150
C -0.66564 0.44662 -0.00007
C 1.61738 0.47438 0.10741
H -0.98518 0.06411 0.95314
H -2.58415 0.22941 -0.51756

Force components x, y, z for each atom (eV/Å):
O -1.0622 -1.9055 0.2064
O 2.7393 2.4858 0.1910
O -1.2461 -0.5927 -0.2145
N 3.3843 -1.2360 0.3340
C -2.5947 -0.1740 -1.1139
C -0.0847 0.4026 -0.7087
C -2.0820 -1.0102 -0.2131
C 0.9300 2.5106 0.3038
H 0.0587 0.0747 1.2665
H -0.0426 -0.5552 -0.0516

The HOMO-LUMO gap comes out at 0.2937 Eh. The value obtained for the energy relative to the best compared isomer or geometry (same formula, charge and spin) is 70.3 kcal per mole. The net charge is -1.

Atom-resolved charges from Löwdin, all expressed in e: atom 1 (O): 0.108, atom 2 (O): 0.010, atom 3 (O): 0.045, atom 4 (N): 0.199, atom 5 (C): -0.458, atom 6 (C): 0.048, atom 7 (C): -0.469, atom 8 (C): -0.573, atom 9 (H): 0.122, atom 10 (H): -0.031

Record 10
C4H2NaO2 as an isolated structure at a distorted geometry, computed with ωB97M-V/def2-TZVPD.

Element x y z (Å)
Na -4.08506 0.76236 0.36899
O -1.62826 0.01559 0.14366
O 3.77522 0.34307 -0.03322
C 1.70062 -1.06427 0.10116
C 2.83810 -0.26253 0.15651
C 0.63094 -0.38570 -0.33791
C -0.71304 -0.42652 -0.59418
H 1.80107 -1.87860 0.86046
H -0.94573 -0.81862 -1.60742

Force components x, y, z for each atom (eV/Å):
Na 0.8686 -0.2596 -0.0689
O -0.5689 0.1565 -0.1865
O -0.6482 -0.2186 0.7408
C 0.2286 -0.1196 2.4402
C 0.8796 0.4306 -1.8235
C -0.0639 -0.0068 -0.4713
C -0.2966 -0.0696 0.2138
H -0.5428 0.0176 -1.0135
H 0.1436 0.0695 0.1689

The HOMO-LUMO gap comes out at 0.2862 Eh. The value obtained for the energy relative to the best compared isomer or geometry (same formula, charge and spin) is 0.0 kcal per mole. The net charge is +1.

Atom-resolved charges from Löwdin, all expressed in e: atom 1 (Na): 0.886, atom 2 (O): -0.126, atom 3 (O): 0.333, atom 4 (C): -0.078, atom 5 (C): -0.035, atom 6 (C): 0.068, atom 7 (C): -0.325, atom 8 (H): 0.142, atom 9 (H): 0.136

Record 11
One molecule with the formula C4H2O2 at a distorted geometry, computed with ωB97M-V/def2-TZVPD.

Element x y z (Å)
O 0.97455 1.52820 0.72686
O -0.14374 -1.03508 1.60127
C -1.12453 -0.44943 -1.43411
C -0.17674 -1.20654 0.41668
C 0.40525 1.29051 -0.30332
C -0.28490 0.01697 -0.57389
H 0.36841 2.01429 -1.13319
H -0.00629 -2.18523 0.01624

Force components x, y, z for each atom (eV/Å):
O -0.1491 -0.0435 -0.4039
O -0.2307 0.3524 -0.7320
C 0.0897 0.3285 -0.0922
C 0.4988 0.6064 1.3912
C 0.4284 0.5388 0.5652
C -0.5723 -1.0771 -0.0579
H -0.0282 -0.0666 0.0328
H -0.0366 -0.6387 -0.7032

The HOMO-LUMO gap comes out at 0.3395 Eh. The value obtained for the energy relative to the best compared isomer or geometry (same formula, charge and spin) is 55.0 kcal per mole.

Atom-resolved charges from Löwdin, all expressed in e: atom 1 (O): 0.094, atom 2 (O): 0.115, atom 3 (C): 0.274, atom 4 (C): -0.216, atom 5 (C): -0.233, atom 6 (C): -0.282, atom 7 (H): 0.133, atom 8 (H): 0.115

Record 12
A 2-piece molecular cluster, C4H2O2 overall at a distorted geometry, computed with ωB97M-V/def2-TZVPD.

Element x y z (Å)
O -0.60508 0.38691 -0.87560
O -0.09946 4.05577 1.88107
C -0.37875 0.77190 0.37570
C -1.14299 1.90286 1.13109
C -0.19810 2.98125 1.40117
C 0.41360 1.85305 0.79040
H 0.19798 -0.44715 1.34729
H -1.45444 0.77614 -1.22150

Force components x, y, z for each atom (eV/Å):
O -1.3847 0.2398 -1.2061
O 0.2267 0.1988 0.1109
C 1.1809 -2.3443 4.4072
C 2.0257 -1.1801 -1.0190
C -0.4796 -0.8080 -0.3792
C -0.6956 1.6850 0.2576
H -2.0247 2.7313 -2.7454
H 1.1514 -0.5224 0.5740

The HOMO-LUMO gap comes out at 0.3541 Eh. The value obtained for the energy relative to the best compared isomer or geometry (same formula, charge and spin) is 111.7 kcal per mole.

Atom-resolved charges from Löwdin, all expressed in e: atom 1 (O): 0.025, atom 2 (O): 0.123, atom 3 (C): -0.441, atom 4 (C): 0.231, atom 5 (C): -0.461, atom 6 (C): 0.129, atom 7 (H): 0.241, atom 8 (H): 0.153

Number 1: E -767.11580 a.u., molecular weight 181.1 g mol⁻¹. Number 2: E -1150.26705 a.u., molecular weight 309.9 g mol⁻¹. Number 3: E -870.68826 a.u., molecular weight 157.2 g mol⁻¹. Number 4: E -1491.90714 a.u., molecular weight 121.9 g mol⁻¹. Number 5: E -338.18128 a.u., molecular weight 94.1 g mol⁻¹. Number 6: E -488.77155 a.u., molecular weight 126.1 g mol⁻¹. Number 7: E -372.50407 a.u., molecular weight 106.1 g mol⁻¹. Number 8: E -358.70762 a.u., molecular weight 96.1 g mol⁻¹. Number 9: E -434.05269 a.u., molecular weight 112.1 g mol⁻¹. Number 10: E -466.08300 a.u., molecular weight 105.0 g mol⁻¹. Number 11: E -303.92220 a.u., molecular weight 82.1 g mol⁻¹. Number 12: E -303.83177 a.u., molecular weight 82.1 g mol⁻¹.